Formula: C4H9NO2
Source: the Open Molecules 2025 dataset
Level of theory: ωB97M-V/def2-TZVPD

Cartesian coordinates (Å):
C1 1.799 0.490 -0.003
C2 3.070 -0.289 -0.027
C3 -2.082 1.241 -0.249
C4 -2.730 0.197 0.232
N1 0.612 0.065 0.005
O1 0.409 -1.310 -0.009
O2 -2.432 -1.089 -0.153
H1 1.866 1.570 0.008
H2 2.859 -1.344 -0.175
H3 3.600 -0.156 0.916
H4 3.713 0.075 -0.828
H5 -1.285 1.122 -0.958
H6 -2.336 2.235 0.062
H7 -3.531 0.289 0.956
H8 -0.560 -1.378 -0.111
H9 -2.973 -1.718 0.334

Results
- HOMO-LUMO gap: 9.63 eV
- SMILES: C/C=N\O.C=CO
- HOMO: -8.88 eV
- Maximum force: 0.76 eV/A
- Relative energy (zero: lowest compared OMol25 entry of this formula, charge and spin): 86.0 kcal/mol